{"formula": "C16H38Br3NO9P2", "method": "ωB97M-V/def2-TZVPD", "spin_multiplicity": 1, "orbital_gap_ev": 9.31, "e_above_lowest_kj_mol": 291.5, "e_lumo_ev": -0.306, "total_energy_ha": -9769.19793, "charge": 0, "smiles": "CCOP(=O)(OCC)OCC.CCOP(=O)(OCC)OCC.BrC(Br)Br.CN(C)C=O", "species": ["C", "O", "N", "C", "C", "H", "H", "H", "H", "H", "H", "H", "C", "Br", "Br", "Br", "H", "C", "C", "O", "P", "O", "O", "C", "C", "O", "C", "C", "H", "H", "H", "H", "H", "H", "H", "H", "H", "H", "H", "H", "H", "H", "H", "C", "C", "O", "P", "O", "O", "C", "C", "O", "C", "C", "H", "H", "H", "H", "H", "H", "H", "H", "H", "H", "H", "H", "H", "H", "H"], "positions_angstrom": [[2.0112, -4.4095, -0.9820], [2.6554, -3.3697, -1.1363], [0.6990, -4.5071, -0.8317], [0.0628, -5.8799, -1.0848], [-0.2246, -3.3478, -0.9804], [2.5751, -5.3497, -1.0831], [-0.7580, -5.9527, -0.3713], [0.7371, -6.7314, -0.9934], [-0.3796, -6.0345, -2.0689], [-0.9388, -3.1752, -0.1753], [0.4350, -2.5017, -1.1730], [-0.7413, -3.4885, -1.9298], [1.1379, 0.9624, -0.0863], [2.4777, 1.1620, 1.3591], [1.2502, 2.4378, -1.3828], [-0.6683, 0.6711, 0.6085], [1.2852, 0.0127, -0.6005], [-2.7877, 2.6757, -2.5573], [-1.6536, 2.4721, -3.5760], [-2.1545, 1.7965, -4.6998], [-1.2332, 1.7775, -6.0744], [-0.0938, 0.8159, -6.0785], [-0.8115, 3.4170, -6.3025], [0.5006, 3.8452, -6.6802], [0.5389, 5.3478, -6.2907], [-2.2418, 1.5028, -7.2874], [-2.0143, 1.9072, -8.5920], [-3.1359, 2.9380, -9.0494], [-3.3398, 3.5857, -2.7922], [-3.5010, 1.8532, -2.5046], [-2.3046, 2.7534, -1.5833], [-1.1597, 3.4190, -3.7940], [-0.9142, 1.8393, -3.0852], [1.3193, 3.1945, -6.3729], [0.5211, 3.9175, -7.7676], [1.5434, 5.6593, -6.5769], [-0.1284, 5.9967, -6.8579], [0.3490, 5.4702, -5.2244], [-1.1887, 2.6062, -8.7253], [-1.8154, 0.9709, -9.1135], [-3.0206, 3.9278, -8.6078], [-2.9331, 3.1338, -10.1023], [-4.0992, 2.4418, -8.9312], [3.2519, 0.6029, 9.2314], [1.9386, 0.1404, 8.6187], [2.0649, -0.2456, 7.2159], [0.6529, -0.4173, 6.3306], [-0.4252, 0.5592, 6.7182], [1.0580, -0.1906, 4.7640], [1.8469, -1.0873, 4.0060], [1.0713, -2.1893, 3.3865], [0.4449, -2.0531, 6.4520], [-0.7609, -2.7250, 6.6568], [-1.4411, -2.3686, 7.9767], [3.5415, 1.6354, 9.0360], [3.2369, 0.6240, 10.3211], [4.1726, 0.0555, 9.0297], [1.5587, -0.7508, 9.1183], [1.1575, 0.9003, 8.6435], [2.5454, -0.5156, 3.3951], [2.5316, -1.6524, 4.6385], [0.4569, -2.7861, 4.0606], [0.4031, -1.7108, 2.6706], [1.7943, -2.6966, 2.7476], [-1.4791, -2.5275, 5.8610], [-0.3940, -3.7331, 6.4642], [-2.3581, -2.9518, 8.0615], [-0.8656, -2.3066, 8.9003], [-1.8610, -1.3730, 7.8340]]}